[1]
Below is 2 unconnected molecules or ions with the total composition C2HCl3OS, with properties calculated with ωB97M-V with the def2-TZVPD basis set.

CARTESIAN COORDINATES (ANGSTROEM)
Cl (3.678, 2.441, -1.193)
Cl (-0.508, -2.026, -2.241)
Cl (1.911, -0.400, -2.184)
S (1.736, 2.487, -0.262)
O (0.684, 3.205, -1.014)
C (0.491, -0.898, -1.366)
C (0.074, -0.244, -0.311)
H (-0.858, -0.427, 0.325)

The LUMO energy (spin up / spin down) comes out at -1.743 / -1.790 eV. The calculation puts the HOMO energy (spin up / spin down) at -9.621 / -10.294 eV. The charge is 0. The value obtained for the total energy is -1930.660834 a.u.

Atomic partial charges in e from the Löwdin method, atoms 1 to 2:
1. Cl 0.051
2. Cl 0.604

[2]
Below is 2 unconnected molecules or ions with the total composition C2HCl4F2NS3, with properties calculated with ωB97M-V with the def2-TZVPD basis set.

CARTESIAN COORDINATES (ANGSTROEM)
Cl (3.175, -1.297, -1.175)
Cl (4.878, -0.185, 0.821)
Cl (-4.556, -1.788, 0.433)
Cl (-3.559, 1.057, 0.559)
S (1.916, 0.006, 1.249)
S (0.082, -0.046, -0.261)
S (-1.039, -1.028, 1.150)
F (-3.143, -0.658, -1.230)
F (3.354, 1.255, -0.488)
N (-0.560, 1.316, -0.272)
C (3.309, -0.004, 0.038)
C (-3.441, -0.561, 0.096)
H (-0.416, 1.933, -0.922)

The LUMO energy (spin up / spin down) comes out at -2.113 / -2.621 eV. The calculation puts the HOMO energy (spin up / spin down) at -8.994 / -8.962 eV. The charge is 0. The value obtained for the total energy is -3366.456242 a.u.

Atomic partial charges in e from the Löwdin method, atoms 1 to 2:
1. Cl 0.567
2. Cl 0.597

[3]
Below is C2HCl5O in the gas phase, with properties calculated with ωB97M-V with the def2-TZVPD basis set.

CARTESIAN COORDINATES (ANGSTROEM)
Cl (-2.126, -1.169, -0.510)
Cl (-0.398, 0.739, 1.994)
Cl (0.320, -0.994, -1.940)
Cl (-0.726, 1.781, -0.727)
Cl (0.157, -2.149, 0.707)
O (1.443, 0.580, 0.100)
C (-0.380, -0.837, -0.324)
C (0.089, 0.488, 0.262)
H (1.621, 1.562, 0.438)

The LUMO energy comes out at 0.425 eV. Its structure (SMILES) is OC(Cl)(Cl)C(Cl)(Cl)Cl. The calculation puts the HOMO energy at -10.974 eV. The charge is 0. The value obtained for the total energy is -2452.989016 a.u.

Atomic partial charges in e from the Löwdin method, atoms 1 to 2:
1. Cl 0.564
2. Cl 0.615

[4]
Below is C2HClF2O in the gas phase, with properties calculated with ωB97M-V with the def2-TZVPD basis set.

CARTESIAN COORDINATES (ANGSTROEM)
Cl (1.693, 0.926, 1.219)
F (0.045, -1.609, 0.499)
F (-0.779, -0.821, -1.261)
O (0.454, 1.608, -0.952)
C (0.586, 0.899, -0.033)
C (-0.538, -0.530, -0.030)
H (-1.459, -0.473, 0.559)

The LUMO energy comes out at 0.627 eV. Its structure (SMILES) is O=C(Cl)C(F)F. The calculation puts the HOMO energy at -10.606 eV. The charge is 0. The value obtained for the total energy is -811.937481 a.u.

Atomic partial charges in e from the Löwdin method, atoms 1 to 2:
1. Cl 0.782
2. F 0.040

[5]
Below is C2HClF2O2 in the gas phase, with properties calculated with ωB97M-V with the def2-TZVPD basis set.

CARTESIAN COORDINATES (ANGSTROEM)
Cl (-3.153, 0.521, -0.118)
F (-0.342, 0.948, 1.483)
F (-0.483, 1.696, -0.544)
O (-1.590, -1.607, 0.859)
O (-1.504, -1.510, -0.564)
C (-1.653, -0.279, -0.036)
C (-0.410, 0.573, 0.196)
H (0.502, 0.017, -0.078)

The LUMO energy comes out at 0.595 eV. Its structure (SMILES) is FC(F)C1(Cl)OO1. The calculation puts the HOMO energy at -10.885 eV. The charge is 0. The value obtained for the total energy is -887.068523 a.u.

Atomic partial charges in e from the Löwdin method, atoms 1 to 2:
1. Cl 0.838
2. F 0.094

[6]
Below is C2HClF2S in the gas phase, with properties calculated with ωB97M-V with the def2-TZVPD basis set.

CARTESIAN COORDINATES (ANGSTROEM)
Cl (1.201, 1.566, 0.275)
S (-2.188, 0.498, 0.243)
F (1.414, -0.829, -0.605)
F (0.540, -0.721, 1.478)
C (0.643, -0.101, 0.275)
C (-0.825, 0.018, -0.315)
H (-0.786, -0.431, -1.350)

The LUMO energy comes out at -0.804 eV. Its structure (SMILES) is FC(F)(Cl)C=S. The calculation puts the HOMO energy at -9.431 eV. The charge is 0. The value obtained for the total energy is -1134.876075 a.u.

Atomic partial charges in e from the Löwdin method, atoms 1 to 2:
1. Cl 0.740
2. S 0.784

[7]
Below is C2HClFNO3 in the gas phase, with properties calculated with ωB97M-V with the def2-TZVPD basis set.

CARTESIAN COORDINATES (ANGSTROEM)
Cl (1.425, -0.611, -1.503)
F (0.477, -1.957, 0.766)
O (-0.144, -0.262, 2.137)
O (-1.298, 0.078, -1.694)
O (-1.360, 1.399, 0.071)
N (-0.810, 0.577, -0.691)
C (0.315, -0.681, 1.107)
C (0.510, 0.201, -0.244)
H (0.886, 1.256, 0.051)

The LUMO energy comes out at -1.046 eV. Its structure (SMILES) is O=C(F)[C@@H](Cl)[N+](=O)[O-]. The calculation puts the HOMO energy at -11.668 eV. The charge is 0. The value obtained for the total energy is -917.225379 a.u.

Atomic partial charges in e from the Löwdin method, atoms 1 to 2:
1. Cl 0.739
2. F 0.102

[8]
Below is a molecular structure, C2HClIO2, with properties calculated with ωB97M-V with the def2-TZVPD basis set.

CARTESIAN COORDINATES (ANGSTROEM)
I (1.186, -0.206, -2.045)
Cl (0.822, 1.442, 0.591)
O (1.302, 4.157, 0.600)
O (-0.191, 3.647, -1.060)
C (-0.208, 0.376, -0.460)
C (0.548, 3.813, -0.180)
H (-0.316, -0.664, -0.118)

The LUMO energy comes out at 3.330 eV. The calculation puts the HOMO energy at -2.781 eV. The charge is -1. The value obtained for the total energy is -985.191821 a.u.

Atomic partial charges in e from the Löwdin method, atoms 1 to 2:
1. I 0.307
2. Cl 0.338

[9]
Below is a molecular structure, C2HClN2, with properties calculated with ωB97M-V with the def2-TZVPD basis set.

CARTESIAN COORDINATES (ANGSTROEM)
Cl (0.437, -2.046, 0.062)
N (1.761, 1.536, 0.099)
N (-1.381, 0.538, -0.003)
C (1.035, 0.607, -0.088)
C (0.167, -0.469, -0.177)
H (-2.019, -0.165, 0.106)

The LUMO energy (spin up / spin down) comes out at -1.705 / -1.285 eV. The calculation puts the HOMO energy (spin up / spin down) at -11.570 / -9.624 eV. The charge is 0. The value obtained for the total energy is -646.315982 a.u.

Atomic partial charges in e from the Löwdin method, atoms 1 to 2:
1. Cl 0.776
2. N 0.164

[10]
Below is a molecular structure, C2HClN2O2, with properties calculated with ωB97M-V with the def2-TZVPD basis set.

CARTESIAN COORDINATES (ANGSTROEM)
Cl (-2.314, -0.660, -0.065)
O (0.038, -1.754, -0.125)
O (-0.439, 1.653, -0.203)
N (1.452, -0.059, -0.042)
N (1.454, -1.345, -0.087)
C (-0.560, -0.657, 0.058)
C (0.169, 0.424, -0.099)
H (0.200, 2.399, 0.562)

The LUMO energy comes out at -0.197 eV. The calculation puts the HOMO energy at -9.835 eV. The charge is 0. The value obtained for the total energy is -796.855907 a.u.

Atomic partial charges in e from the Löwdin method, atoms 1 to 2:
1. Cl 0.736
2. O 0.009

[11]
Below is 2 unconnected molecules or ions with the total composition C2HClN2S, with properties calculated with ωB97M-V with the def2-TZVPD basis set.

CARTESIAN COORDINATES (ANGSTROEM)
Cl (-1.626, 1.011, 1.460)
S (1.125, -1.604, 1.851)
N (-1.053, 1.745, -0.063)
N (-0.396, 1.356, -0.889)
C (0.544, -0.751, -0.793)
C (0.849, -1.228, 0.297)
H (0.557, -0.530, -1.863)

The LUMO energy (spin up / spin down) comes out at -2.405 / -1.920 eV. The calculation puts the HOMO energy (spin up / spin down) at -8.811 / -9.164 eV. The charge is 0. The value obtained for the total energy is -1044.514616 a.u.

Atomic partial charges in e from the Löwdin method, atoms 1 to 2:
1. Cl 0.469
2. S 0.672

[12]
Below is a molecular structure, C2HClNO3, with properties calculated with ωB97M-V with the def2-TZVPD basis set.

CARTESIAN COORDINATES (ANGSTROEM)
Cl (1.225, 1.031, 0.848)
O (-2.620, -1.005, -0.755)
O (3.461, -0.369, -0.136)
O (1.434, -1.368, -0.650)
N (-2.221, 1.122, 0.628)
C (2.345, -0.706, -0.278)
C (-2.365, -0.094, -0.146)
H (-1.259, 1.388, 0.488)

The LUMO energy comes out at 3.489 eV. The calculation puts the HOMO energy at -4.880 eV. The charge is -1. The value obtained for the total energy is -817.570633 a.u.

Atomic partial charges in e from the Löwdin method, atoms 1 to 2:
1. Cl -0.127
2. O 0.184

[13]
Below is 2 unconnected molecules or ions with the total composition C2HClO, with properties calculated with ωB97M-V with the def2-TZVPD basis set.

CARTESIAN COORDINATES (ANGSTROEM)
Cl (-2.071, -0.219, 0.170)
O (0.917, 0.549, 0.159)
C (-1.473, -0.745, -1.128)
C (1.348, -0.592, -0.134)
H (1.279, 1.007, 0.934)

The LUMO energy (spin up / spin down) comes out at -0.694 / -0.734 eV. The calculation puts the HOMO energy (spin up / spin down) at -6.194 / -6.205 eV. The charge is 0. The value obtained for the total energy is -611.879367 a.u.

Atomic partial charges in e from the Löwdin method, atoms 1 to 2:
1. Cl 0.606
2. O -0.140

[14]
Below is a molecular structure, C2HClO2S, with properties calculated with ωB97M-V with the def2-TZVPD basis set.

CARTESIAN COORDINATES (ANGSTROEM)
Cl (2.009, -0.456, -0.248)
S (-0.983, -1.159, -0.056)
O (-1.716, -0.682, -1.531)
O (1.271, 1.384, 1.940)
C (0.267, -0.101, 0.281)
C (0.701, 0.731, 1.203)
H (-1.548, 0.283, -1.589)

The LUMO energy comes out at -0.338 eV. The calculation puts the HOMO energy at -9.418 eV. The charge is 0. The value obtained for the total energy is -1085.585066 a.u.

Atomic partial charges in e from the Löwdin method, atoms 1 to 2:
1. Cl 0.590
2. S 0.909

[15]
Below is C2HF2I2N in the gas phase, with properties calculated with ωB97M-V with the def2-TZVPD basis set.

CARTESIAN COORDINATES (ANGSTROEM)
I (0.486, -2.417, 0.569)
I (-2.211, 1.157, 0.950)
F (-1.496, -0.507, -1.182)
F (-0.436, 1.281, -1.336)
N (1.510, 0.383, 0.551)
C (-0.788, 0.351, -0.449)
C (0.484, -0.347, 0.133)
H (2.451, 0.099, 0.763)

The LUMO energy comes out at -0.777 eV. Its structure (SMILES) is [H]/N=C(\I)C(F)(F)I. The calculation puts the HOMO energy at -9.870 eV. The charge is 0. The value obtained for the total energy is -926.636487 a.u.

Atomic partial charges in e from the Löwdin method, atoms 1 to 2:
1. I 0.835
2. I 0.890

[16]
Below is C2HF2N3 in the gas phase, with properties calculated with ωB97M-V with the def2-TZVPD basis set.

CARTESIAN COORDINATES (ANGSTROEM)
F (2.585, 2.343, 0.655)
F (3.392, -0.384, -0.967)
N (0.553, 1.201, 0.551)
N (1.111, -0.685, -0.579)
N (0.178, 0.031, 0.043)
C (1.810, 1.346, 0.331)
C (2.222, -0.045, -0.500)
H (-0.788, -0.253, 0.030)

The LUMO energy (spin up / spin down) comes out at 0.975 / -2.831 eV. The spin multiplicity is 3. The calculation puts the HOMO energy (spin up / spin down) at -4.861 / -10.684 eV. The charge is 0. The value obtained for the total energy is -440.561570 a.u.

Atomic partial charges in e from the Löwdin method, atoms 1 to 2:
1. F 0.148
2. F 0.147

[17]
Below is a molecular structure, C2HF3INO2, with properties calculated with ωB97M-V with the def2-TZVPD basis set.

CARTESIAN COORDINATES (ANGSTROEM)
I (0.398, -2.152, -0.949)
F (-0.302, 2.129, 0.997)
F (1.328, 0.785, 1.448)
F (-0.580, 0.097, -2.307)
O (-1.815, -0.129, 0.581)
O (-0.278, -1.428, 1.415)
N (-0.675, -0.268, 1.078)
C (0.061, 0.825, 1.072)
C (0.506, -0.262, -1.561)
H (1.358, 0.402, -1.774)

The LUMO energy (spin up / spin down) comes out at -1.423 / -2.248 eV. The calculation puts the HOMO energy (spin up / spin down) at -9.279 / -8.661 eV. The charge is 0. The value obtained for the total energy is -879.057487 a.u.

Atomic partial charges in e from the Löwdin method, atoms 1 to 2:
1. I 1.323
2. F 0.158

[18]
Below is 2 unconnected molecules or ions with the total composition C2HF3N2, with properties calculated with ωB97M-V with the def2-TZVPD basis set.

CARTESIAN COORDINATES (ANGSTROEM)
F (1.928, -0.239, 0.434)
F (0.292, 1.044, 1.314)
F (1.956, 2.069, 0.263)
N (-1.921, -1.713, -0.369)
N (0.443, 0.959, -0.957)
C (-1.179, -0.822, -0.618)
C (1.145, 0.950, 0.166)
H (-2.663, -2.248, -0.233)

The LUMO energy (spin up / spin down) comes out at -2.357 / -2.404 eV. The calculation puts the HOMO energy (spin up / spin down) at -11.397 / -11.381 eV. The charge is 0. The value obtained for the total energy is -485.714083 a.u.

Atomic partial charges in e from the Löwdin method, atoms 1 to 2:
1. F 0.024
2. F 0.020

[19]
Below is 2 unconnected molecules or ions with the total composition C2HF3N2O, with properties calculated with ωB97M-V with the def2-TZVPD basis set.

CARTESIAN COORDINATES (ANGSTROEM)
F (2.010, -3.464, -2.454)
F (3.709, 0.440, -1.738)
F (0.497, -0.846, 0.169)
O (-0.408, 0.477, -1.336)
N (2.787, -1.531, -1.567)
N (3.209, -0.592, -0.925)
C (1.930, -2.246, -2.028)
C (-0.336, 0.142, -0.217)
H (-0.869, 0.505, 0.665)

The LUMO energy comes out at -0.458 eV. The calculation puts the HOMO energy at -9.652 eV. The charge is 0. The value obtained for the total energy is -560.960290 a.u.

Atomic partial charges in e from the Löwdin method, atoms 1 to 2:
1. F 0.110
2. F -0.074

[20]
Below is a gas-phase ion, C2HF3NO3 (charge -1), with properties calculated with ωB97M-V with the def2-TZVPD basis set.

CARTESIAN COORDINATES (ANGSTROEM)
F (1.115, 0.700, 1.338)
F (1.413, 1.777, -0.552)
F (2.045, -0.247, -0.465)
O (-1.123, 1.203, -0.305)
O (-1.853, -1.296, 0.249)
O (0.176, -2.116, 0.274)
N (-0.175, 0.116, -0.511)
C (-0.685, -1.314, 0.204)
C (1.039, 0.549, -0.065)
H (-1.951, 0.627, -0.167)

The LUMO energy comes out at 4.193 eV. Its structure (SMILES) is O=C([O-])N(O)C(F)(F)F. The calculation puts the HOMO energy at -4.839 eV. The charge is -1. The value obtained for the total energy is -656.938854 a.u.

Atomic partial charges in e from the Löwdin method, atoms 1 to 2:
1. F 0.052
2. F 0.081